(1)
Computed, not measured: a cluster of 4 separate species, C2H11O4 in total at a distorted geometry, with ωB97M-V/def2-TZVPD.

```
17
Properties=species:S:1:pos:R:3:lowdin_spin:R:1
O -1.4494 -1.6379 1.8837 0.01
O -1.1285 0.3858 -2.9218 0.00
O -0.3702 -0.3618 -0.3245 0.79
O -1.2080 2.1428 -0.7365 0.03
C 1.5711 -0.0682 1.1692 0.04
C 0.9572 -0.8036 -0.0427 0.08
H -1.1444 1.1904 -0.5687 0.00
H -1.1586 0.0772 -2.0497 0.00
H -0.4069 2.5741 -0.9489 0.00
H 1.0299 -1.9327 0.2885 0.05
H -1.2409 -1.1698 1.0222 0.00
H -0.9315 -1.1260 2.5478 0.00
H -1.1329 1.2945 -2.7386 0.00
H 0.9617 -0.3918 2.0533 0.00
H 1.4768 -0.8152 -0.9689 0.00
H 2.5643 -0.3875 1.1522 0.00
H 1.6101 1.0296 1.1835 0.00
```

The maximum force comes out at 2.5 eV Å⁻¹. The HOMO-LUMO gap (alpha / beta) comes out at 11.6 / 7.7 eV. For the total energy, the calculation gives -10439.20799 eV. For the energy relative to the best compared isomer or geometry (same formula, charge and spin), the calculation gives 80.89 kJ/mol. The expectation value of S² is 0.755. The spin multiplicity is 2.

---

(2)
Computed, not measured: the molecule C9H7N3 at a distorted geometry, with ωB97M-V/def2-TZVPD.

```
19
Properties=species:S:1:pos:R:3:nbo_charge:R:1
N 0.2253 2.5046 0.6447 -0.15
N -1.0098 2.5258 -1.3318 -0.40
N -0.2602 3.2799 -0.3378 -0.27
C -0.1843 -2.3159 -0.3302 -0.24
C -0.0322 1.2665 0.1420 0.13
C 0.9935 -0.4822 1.6203 -0.14
C -0.9900 -0.0701 -1.4896 -0.37
C -0.2441 -0.8859 -0.3909 0.05
C 0.6037 -2.7537 0.7092 -0.20
C 0.3493 -0.0358 0.5131 -0.18
C 1.3094 -1.9127 1.5914 -0.25
C -0.7612 1.2602 -1.0669 0.12
H -1.7104 -0.5627 -2.1303 0.22
H 1.2749 0.2909 2.3537 0.23
H -0.6367 -2.9119 -1.1536 0.22
H 0.7636 -3.8363 0.6441 0.21
H 0.1822 4.0994 -0.6689 0.39
H -1.8347 2.9072 -1.6862 0.41
H 1.9616 -2.3674 2.3677 0.22
```

The maximum force comes out at 4.6 eV Å⁻¹. The SMILES is c1ccc2c3n[nH][nH]c-3cc2c1. The HOMO-LUMO gap comes out at 7.2 eV. For the total energy, the calculation gives -13913.00691 eV. For the energy relative to the best compared isomer or geometry (same formula, charge and spin), the calculation gives 362.70 kJ/mol.

---

(3)
Computed, not measured: a structure of composition C6H8O2 at a distorted geometry, with ωB97M-V/def2-TZVPD.

```
16
Properties=species:S:1:pos:R:3:nbo_charge:R:1
O -2.3019 1.4779 0.2397 -0.72
O -0.4746 -1.0516 0.3351 -0.44
C 1.5724 -0.8193 -0.3542 -0.31
C -0.0527 1.3414 0.3954 -0.40
C 0.4348 -0.1236 -0.1831 0.24
C 0.0837 -2.2567 0.3460 0.09
C 1.3351 -2.2035 -0.1748 -0.33
C -0.9902 1.8502 -0.3501 -0.19
H -2.7940 0.4187 -0.1559 0.48
H 1.1665 1.9224 0.6811 0.23
H 2.6315 -0.3982 -0.3921 0.23
H -0.7219 -2.9604 0.1636 0.20
H -0.4938 0.9204 1.5291 0.27
H -0.6533 1.8306 -1.4270 0.20
H 2.1991 -2.8134 -0.4701 0.24
H -0.9407 2.8652 -0.1827 0.20
```

The maximum force comes out at 15.9 eV Å⁻¹. The HOMO-LUMO gap comes out at 9.5 eV. For the total energy, the calculation gives -10440.12122 eV. For the energy relative to the best compared isomer or geometry (same formula, charge and spin), the calculation gives 637.30 kJ/mol.